Record 1
This record from the Open Molecules 2025 dataset describes a cluster of 2 separate species, C6H13N in total at a distorted geometry. The level of theory is ωB97M-V with the def2-TZVPD basis set.

Geometry as XYZ:
```
20
Properties=species:S:1:pos:R:3:forces:R:3
C 1.68712 0.86778 -0.50600 -0.2 0.3 -0.1
C 0.39525 0.65524 0.24095 1.4 -4.5 0.7
N -1.11196 1.50161 -0.76619 0.4 0.7 -1.4
C 0.32367 1.04485 1.53268 -0.4 0.0 0.2
H -0.79648 2.28798 -1.33562 -0.3 -0.6 0.0
H -1.51060 1.85079 0.10032 -0.4 -1.0 -0.6
H 1.55821 0.66975 -1.56908 0.1 0.2 -0.1
H 2.46004 0.19290 -0.14296 -0.1 -0.2 0.1
H 2.05975 1.88350 -0.35422 -0.1 0.0 -0.1
H 1.16630 1.47676 2.04956 0.0 0.5 -0.3
H -0.59319 0.97904 2.09851 0.0 -0.5 0.3
C -1.24685 -1.56766 0.77978 -0.5 0.3 0.5
C -0.17163 -1.05152 -0.12917 0.4 2.5 0.5
C 0.38916 -1.85308 -1.03502 0.2 0.6 0.1
H -1.24550 0.59025 -1.24488 -0.8 1.5 0.8
H -0.88596 -2.35069 1.45381 0.0 0.0 -0.2
H -1.65636 -0.79366 1.43419 0.2 0.1 0.0
H -2.11218 -1.94245 0.22729 0.2 -0.2 -0.1
H 1.18748 -1.54364 -1.69747 0.0 0.2 0.0
H 0.10374 -2.89772 -1.13647 -0.1 0.1 0.2
```
Forces are in eV/Å.

Results
SMILES: C=C(C)C(=C)C.N
Energy relative to the best compared isomer or geometry (same formula, charge and spin) (kcal per mole): 94.66
Largest force on an atom (eV/Å): 4.781
E_tot (eV): -7918.728
M (g/mol): 99.18
Highest occupied orbital energy (eV): -6.93

Record 2
This record from the Open Molecules 2025 dataset describes the ion C6H13N with charge +1 at a distorted geometry. The level of theory is ωB97M-V with the def2-TZVPD basis set.

Geometry as XYZ:
```
20
Properties=species:S:1:pos:R:3:forces:R:3
C -1.70491 -1.92366 -1.44714 -0.5 -0.1 0.0
C -2.25467 -0.57734 -1.00791 0.4 0.7 -0.6
C -1.25426 0.50278 -0.89324 0.3 0.1 0.7
C 0.12305 0.30169 -0.61236 -1.2 -0.1 0.0
N 0.57233 0.79212 0.53588 1.7 -1.8 -0.4
C 2.05215 0.60948 0.79790 -0.9 1.4 0.0
C 2.28720 0.54658 2.29136 0.5 -0.7 -0.5
H -1.34884 -1.89530 -2.47363 -0.1 0.0 -0.1
H -2.54731 -2.60766 -1.38212 0.2 -0.4 -0.2
H -0.88945 -2.31840 -0.83908 -0.1 0.1 0.2
H -3.06688 -0.21080 -1.63365 -0.1 -0.2 -0.4
H -2.76642 -0.59647 -0.03162 0.3 -0.2 0.2
H -1.52762 1.54386 -0.72770 -0.5 -0.2 0.1
H 0.76585 -0.29386 -1.25549 0.2 0.2 -0.2
H 0.03612 0.36911 1.29357 -0.5 1.2 0.4
H 2.48791 1.53081 0.41590 0.2 -0.1 -0.1
H 2.37986 -0.20990 0.17359 0.4 -0.4 0.2
H 1.78962 1.38717 2.76518 0.1 0.0 0.2
H 1.96741 -0.40980 2.70586 -0.2 0.1 0.1
H 3.36357 0.59712 2.46067 -0.1 0.2 0.2
```
Forces are in eV/Å.

Results
Charge: +1
Multiplicity: 2
Energy relative to the best compared isomer or geometry (same formula, charge and spin) (kcal per mole): 33.19
Expectation value of S²: 0.757
Largest force on an atom (eV/Å): 2.499
E_tot (eV): -7913.773
M (g/mol): 99.18
Highest occupied orbital energy (spin up / spin down) (eV): -13.82 / -15.89

Record 3
This record from the Open Molecules 2025 dataset describes the ion C6H13N2 with charge +1 at a distorted geometry. The level of theory is ωB97M-V with the def2-TZVPD basis set.

Geometry as XYZ:
```
21
Properties=species:S:1:pos:R:3:forces:R:3
C -1.74364 -1.21036 -0.50363 2.7 1.1 0.7
C -0.51279 0.60632 0.64047 1.0 0.0 0.2
C 0.65227 0.41733 -0.37713 -2.3 -4.1 -0.6
C -0.12178 0.32079 2.09689 -0.8 -1.9 -2.0
C 1.88070 -0.31521 -0.05652 2.4 1.6 1.9
C 0.47324 0.96620 -1.70856 0.4 1.7 0.5
N -1.76560 -0.12922 0.30865 -1.8 1.8 1.3
N -0.51552 -1.43004 -0.87681 -1.6 2.7 2.2
H -2.67693 -1.71841 -0.73431 0.2 -0.1 0.0
H -0.67734 1.69347 0.58317 -0.6 -0.2 0.0
H -1.01261 0.49497 2.61805 -1.2 0.2 1.2
H 0.53136 1.08567 2.32987 1.9 1.0 1.1
H 0.17050 -0.73963 2.27668 0.2 1.0 -0.1
H 2.88349 0.22221 -0.27874 -1.8 -0.4 0.5
H 1.98386 -1.18154 -0.61031 -0.1 -1.5 -1.9
H 1.89439 -0.78245 0.93404 0.1 0.9 0.2
H 0.96319 0.48593 -2.53318 0.0 -0.8 -0.2
H 1.00055 1.93315 -1.69357 -0.2 0.3 0.1
H -0.57274 1.16374 -1.82425 -0.5 0.2 -0.7
H -2.57548 0.17528 0.94450 1.5 -1.0 -1.8
H -0.25913 -2.05820 -1.53531 0.6 -2.6 -2.5
```
Forces are in eV/Å.

Results
Charge: +1
Energy relative to the best compared isomer or geometry (same formula, charge and spin) (kcal per mole): 59.26
Largest force on an atom (eV/Å): 4.779
E_tot (eV): -9404.298
M (g/mol): 113.18
Highest occupied orbital energy (eV): -13.70

Record 4
This record from the Open Molecules 2025 dataset describes a structure of composition C6H13N2 at a distorted geometry. The level of theory is ωB97M-V with the def2-TZVPD basis set.

Geometry as XYZ:
```
21
Properties=species:S:1:pos:R:3:forces:R:3
C 1.41303 -0.42526 0.51812 -0.7 -0.2 0.4
C 3.14062 0.07406 -0.39400 0.4 -0.1 0.1
C -0.79342 1.09977 -0.66271 -4.1 1.4 0.0
C -1.94695 0.25092 1.41432 -0.7 -0.2 0.3
C -1.90018 -1.13135 -0.64495 -0.8 -2.2 0.8
C -1.45482 0.05400 0.08961 -0.8 -0.8 -0.5
N 2.43561 0.40437 0.80942 -0.5 -0.9 -1.0
N 2.03907 -0.81482 -0.63352 -1.1 0.4 1.7
H 3.00667 0.81547 -1.15240 1.1 0.9 -0.4
H 4.11873 -0.30197 -0.12080 0.3 -0.2 -0.9
H -1.49667 1.22255 -1.59936 1.5 0.2 1.5
H -0.70321 1.96561 -0.00968 0.1 0.3 -0.6
H 0.11545 0.73606 -0.90716 2.9 -0.9 -1.6
H -1.21684 0.19726 2.18396 1.1 -0.7 0.6
H -2.78878 -0.36130 1.65107 -0.3 -0.7 0.2
H -2.22653 1.25055 1.56912 -0.6 1.8 -0.2
H -2.96184 -1.11303 -1.07200 1.4 0.8 0.2
H -2.06705 -2.03985 0.01470 0.6 1.1 -0.3
H -1.14347 -1.38673 -1.36934 -0.2 -0.1 -0.7
H 2.59894 1.14849 1.39722 0.0 1.6 1.6
H 1.83164 -1.64480 -1.08161 0.3 -1.7 -1.3
```
Forces are in eV/Å.

Results
Charge: +1
Energy relative to the best compared isomer or geometry (same formula, charge and spin) (kcal per mole): 117.30
Largest force on an atom (eV/Å): 4.306
E_tot (eV): -9401.781
M (g/mol): 113.18
Highest occupied orbital energy (eV): -12.72

Record 5
This record from the Open Molecules 2025 dataset describes a structure of composition C6H13N2O2 at a distorted geometry. The level of theory is ωB97M-V with the def2-TZVPD basis set.

Geometry as XYZ:
```
23
Properties=species:S:1:pos:R:3:forces:R:3
C 1.19338 0.49958 -0.08529 0.6 2.3 0.0
C 0.02084 -0.21942 -0.16864 -2.8 0.1 -1.3
C 2.48692 -0.05996 -0.00339 -3.1 0.1 0.3
C 3.66649 0.81863 -0.04556 1.0 -0.3 3.3
C -2.54983 -0.33166 0.43400 -0.7 0.8 -1.4
C -1.65229 0.55076 -0.42165 5.4 0.4 -0.1
N -1.49831 1.86373 0.09009 -2.5 -1.1 1.2
N -2.54977 -1.69950 -0.13127 3.2 -0.8 0.5
O 2.66876 -1.34303 0.16186 3.1 1.1 -0.2
O -0.03028 -1.47556 -0.19550 -0.5 -0.8 0.0
H 1.05035 1.63695 -0.11373 0.7 -1.9 0.1
H 3.50709 1.68578 0.64058 -0.5 -0.3 -0.8
H 3.81154 1.21022 -1.03754 0.8 -0.2 -0.3
H 4.47360 0.31524 0.60220 -0.5 0.4 -2.1
H -2.26974 -0.19506 1.50556 0.0 -1.0 -0.9
H -3.53813 -0.00367 0.31549 -1.5 1.0 0.3
H -1.63908 0.68942 -1.54113 -1.0 -1.2 1.0
H -0.78438 2.38660 -0.34070 0.7 0.7 -0.2
H -1.47954 1.77620 1.09998 0.5 1.0 -0.1
H -1.31627 -1.68009 -0.32722 0.2 -1.2 1.1
H -2.73990 -1.94269 -1.08246 -1.2 0.9 -0.8
H -2.82388 -2.48808 0.43834 0.0 0.2 0.4
H 1.99242 -1.99437 0.20598 -2.0 -0.2 -0.1
```
Forces are in eV/Å.

Results
Charge: +1
Energy relative to the best compared isomer or geometry (same formula, charge and spin) (kcal per mole): 74.19
Largest force on an atom (eV/Å): 5.400
E_tot (eV): -13499.230
M (g/mol): 145.18
Highest occupied orbital energy (eV): -12.38

Record 6
This record from the Open Molecules 2025 dataset describes the molecule C6H13N2O3PS at a distorted geometry. The level of theory is ωB97M-V with the def2-TZVPD basis set.

Geometry as XYZ:
```
26
Properties=species:S:1:pos:R:3:forces:R:3
C -0.52850 -0.82869 -0.17960 0.8 -3.9 1.8
C -1.16019 2.06139 -0.82790 2.1 -1.4 -2.9
C 0.33360 2.22638 -0.36588 0.8 0.5 -1.0
C -2.01122 0.96064 -0.18492 -1.1 -0.1 0.5
C 2.66190 -2.65044 0.16121 -0.9 0.3 1.4
C 0.41910 -1.80394 0.60165 2.3 4.2 -0.2
N 1.09681 1.24257 -1.09960 -1.9 1.9 -1.3
N -1.18088 -0.02147 0.48603 -0.6 2.1 0.8
O -0.67791 -1.17471 -1.45670 -0.6 2.6 -1.8
O 3.18178 -0.32426 -1.76752 0.6 0.5 0.1
O 1.59173 -1.75647 -0.23108 0.4 -2.9 -0.7
P 2.39369 0.41010 -0.58123 1.1 -1.1 0.7
S 3.38503 0.40470 1.00802 1.1 1.1 2.0
H -1.56610 2.97504 -0.66618 -1.7 2.8 0.7
H -1.13888 2.02200 -2.00512 0.2 -0.3 2.1
H 0.71285 3.32290 -0.71482 -0.8 -2.3 0.7
H 0.54084 2.12587 0.71889 -0.5 0.3 -0.4
H -2.54380 1.49152 0.63804 -0.1 -0.7 -0.7
H -2.80071 0.46607 -0.88720 1.3 1.0 1.0
H 2.21903 -3.57022 0.48345 -0.4 -0.7 0.4
H 3.24109 -2.24786 1.00498 -0.3 0.1 -0.2
H 3.35757 -2.93402 -0.59191 0.2 0.5 -1.2
H 0.04472 -2.77379 0.77081 -0.5 -1.2 0.1
H 0.82415 -1.24047 1.53117 -1.6 -1.1 -0.9
H -1.04034 -0.31398 -1.87069 0.7 -2.1 0.3
H 2.70331 -0.30653 -2.57583 -0.7 -0.1 -1.3
```
Forces are in eV/Å.

Results
Multiplicity: 3
Expectation value of S²: 2.009
Largest force on an atom (eV/Å): 4.803
E_tot (eV): -35673.737
M (g/mol): 224.22
Highest occupied orbital energy (spin up / spin down) (eV): -4.62 / -8.97

Record 7
This record from the Open Molecules 2025 dataset describes a cluster of 2 separate species, C6H13N2O5P in total at a distorted geometry. The level of theory is ωB97M-V with the def2-TZVPD basis set.

Geometry as XYZ:
```
27
Properties=species:S:1:pos:R:3:forces:R:3
C -0.01766 2.17786 -0.13731 -0.1 -0.9 0.1
C 0.87467 0.35058 3.84938 0.1 -0.1 -0.2
C 1.06090 0.54016 2.34813 -0.2 0.0 0.2
C -0.22012 0.25427 1.57324 0.4 0.2 -0.1
C -0.08470 0.59712 0.08465 -0.1 0.4 0.1
C -1.17789 -1.16270 -1.23042 1.8 -0.3 -1.6
N -2.31698 -1.49939 -2.01528 -0.3 0.1 0.0
N -1.22807 0.09124 -0.64438 -0.4 0.3 -0.5
O 0.89558 2.78291 0.44404 0.5 0.3 0.4
O -0.11570 -1.00619 -4.39151 -0.5 0.4 0.2
O 1.89713 -0.37419 -2.89817 -0.5 -0.9 0.1
O -0.89597 2.65041 -0.87424 -0.6 0.3 -0.5
O 1.19301 -2.84471 -3.21392 0.3 -0.3 0.5
P 0.60573 -1.46863 -3.15157 -0.6 0.6 0.8
H 0.60325 -0.68324 4.07496 0.0 -0.1 0.1
H 1.78910 0.59269 4.39257 0.1 0.0 0.1
H 0.07813 0.99863 4.21603 -0.1 0.0 0.1
H 1.85251 -0.12214 1.98933 0.1 0.0 -0.1
H 1.35589 1.56702 2.12217 0.1 -0.1 0.0
H -1.03988 0.84790 1.99092 -0.1 0.0 0.0
H -0.49222 -0.80433 1.67348 0.0 0.0 0.0
H 0.85266 0.16306 -0.30080 -0.1 0.0 0.0
H -0.88853 -1.95898 -0.55009 0.1 0.0 0.0
H -2.47679 -0.72612 -2.66047 0.1 -0.3 0.0
H -2.05394 -2.29327 -2.59477 -0.1 0.3 0.0
H -1.53092 0.84388 -1.27451 0.1 -0.2 0.2
H 1.48084 0.48614 -2.82146 -0.1 0.3 0.0
```
Forces are in eV/Å.

Results
Charge: -2
Energy relative to the best compared isomer or geometry (same formula, charge and spin) (kcal per mole): 1.87
Largest force on an atom (eV/Å): 2.406
E_tot (eV): -28941.670
M (g/mol): 224.15
Highest occupied orbital energy (eV): 0.25

Record 8
This record from the Open Molecules 2025 dataset describes the ion C6H13N2OS with charge +1 at a distorted geometry. The level of theory is ωB97M-V with the def2-TZVPD basis set.

Geometry as XYZ:
```
23
Properties=species:S:1:pos:R:3:forces:R:3
C -2.17682 -0.46063 -0.56405 1.7 1.7 -0.8
C -2.51858 0.14438 0.79266 -2.6 0.7 1.4
C 0.06843 0.00128 0.37861 1.7 1.7 -0.5
C 0.31646 2.31998 -0.75865 2.5 -2.6 -2.6
C 1.62271 -2.04201 0.11680 3.6 -1.0 -2.8
C 1.27959 1.21966 -0.35300 -2.1 -3.2 2.5
N -0.75741 -0.38471 -0.67477 0.7 -0.7 0.4
N 0.83379 -1.20342 1.02069 1.7 0.5 0.7
O -2.84797 -0.78195 -1.49980 -0.3 -0.1 1.0
S -0.97500 0.65643 1.70973 -0.6 -0.7 -0.8
H -3.12925 1.13682 0.78527 1.0 -1.8 -0.8
H -3.26099 -0.57844 1.29103 1.5 0.9 -0.2
H 0.19264 2.88211 0.03552 -1.1 3.2 3.6
H -0.60365 1.99407 -1.21758 -0.1 -0.3 0.0
H 0.89535 2.81603 -1.49269 0.1 1.2 -0.9
H 1.02117 -2.46501 -0.83373 1.1 1.2 2.5
H 2.51037 -1.33720 -0.29224 -2.0 -1.9 0.8
H 2.13620 -2.96796 0.68924 -1.4 2.3 -1.2
H 2.14140 1.28556 0.36131 -1.2 1.0 0.0
H 1.79276 0.74909 -1.16102 -0.3 -0.8 -1.0
H -0.25345 -0.27867 -1.53711 -0.8 -0.5 -0.8
H 1.48084 -0.79620 1.80297 -1.6 -1.1 -1.6
H 0.23141 -1.90918 1.40080 -1.2 0.3 1.1
```
Forces are in eV/Å.

Results
Charge: +1
SMILES: CC[C@]1([NH2+]C)NC(=O)CS1
Energy relative to the best compared isomer or geometry (same formula, charge and spin) (kcal per mole): 59.76
Largest force on an atom (eV/Å): 4.951
E_tot (eV): -22286.862
M (g/mol): 161.25
Highest occupied orbital energy (eV): -13.47